# C22H26FN5O2S

One molecule with the formula C22H26FN5O2S (ωB97M-V with the def2-TZVPD basis set, the OMol25 dataset).

Geometry as XYZ:
```
57
Properties=species:S:1:pos:R:3:nbo_charge:R:1
O 1.236 3.731 -0.286 -0.637
C 0.399 2.876 -0.085 0.698
N -0.871 2.970 -0.529 -0.625
C -1.327 4.033 -1.392 -0.232
C -1.928 3.440 -2.668 -0.219
N -2.968 2.476 -2.338 -0.462
C -3.188 1.499 -3.394 -0.247
C -4.204 0.464 -2.910 -0.073
O -5.427 1.067 -2.560 -0.519
C -5.229 2.034 -1.558 -0.072
C -4.236 3.107 -2.006 -0.256
C 0.663 1.630 0.761 -0.311
C 2.159 1.287 0.762 -0.409
C 2.552 0.639 2.095 -0.217
N 1.461 -0.165 2.587 -0.398
C 1.291 -1.483 2.367 0.432
N 0.132 -2.004 2.800 -0.533
C -0.095 -3.296 2.666 0.279
N 0.702 -4.193 2.137 -0.473
C 1.862 -3.719 1.679 0.211
C 2.218 -2.364 1.761 -0.311
S 3.788 -2.064 1.038 0.372
C 3.975 -3.749 0.632 -0.130
C 5.069 -4.309 -0.010 -0.248
C 5.061 -5.668 -0.251 -0.168
C 3.985 -6.459 0.138 -0.301
C 2.903 -5.886 0.775 0.456
F 1.878 -6.667 1.141 -0.301
C 2.873 -4.516 1.037 -0.180
C 0.341 0.635 3.046 -0.222
C 0.202 1.908 2.198 -0.407
H -1.515 2.200 -0.435 0.409
H -2.066 4.644 -0.864 0.185
H -0.463 4.657 -1.630 0.243
H -2.302 4.250 -3.315 0.179
H -1.139 2.910 -3.206 0.204
H -2.244 1.001 -3.622 0.206
H -3.570 1.976 -4.313 0.171
H -4.430 -0.253 -3.700 0.197
H -3.790 -0.069 -2.040 0.164
H -6.207 2.474 -1.358 0.197
H -4.851 1.551 -0.644 0.162
H -4.086 3.819 -1.193 0.204
H -4.652 3.645 -2.876 0.173
H 0.080 0.793 0.364 0.209
H 2.729 2.205 0.611 0.244
H 2.382 0.610 -0.064 0.211
H 3.458 0.047 1.988 0.217
H 2.749 1.407 2.848 0.203
H -1.049 -3.649 3.036 0.177
H 5.900 -3.690 -0.308 0.223
H 5.901 -6.127 -0.749 0.220
H 3.981 -7.520 -0.050 0.232
H -0.553 0.014 2.972 0.248
H 0.490 0.897 4.100 0.197
H 0.807 2.719 2.605 0.209
H -0.839 2.235 2.209 0.222
```

Output
LUMO ... 0.4080 eV
Multiplicity ... 1
Relative energy (zero: lowest compared OMol25 entry of this formula, charge and spin) ... 0.0 kJ/mol
M ... 443.55 g/mol
Frontier orbital gap ... 8.4 eV
SMILES ... O=C(NCCN1CCOCC1)C1CCN(c2ncnc3c2sc2cccc(F)c23)CC1

# C22H26FN7O11Yb

C22H26FN7O11Yb as an isolated structure (ωB97M-V with the def2-TZVPD basis set, the OMol25 dataset).

Geometry as XYZ:
```
68
Properties=species:S:1:pos:R:3:mulliken_spin:R:1
Yb 0.151 0.281 -0.287 0.986
N 1.204 2.572 -0.666 0.000
C 0.874 3.513 -1.736 0.000
C -0.080 4.599 -1.267 0.000
C -1.424 4.119 -0.728 0.000
C -2.174 3.159 -1.645 0.000
N -1.818 1.770 -1.338 0.001
H 1.273 2.997 0.252 0.000
H 2.107 2.144 -0.851 0.000
H 0.430 2.946 -2.555 0.000
H 1.776 3.988 -2.141 0.000
H -0.261 5.270 -2.114 0.000
H 0.412 5.216 -0.509 0.000
H -2.046 5.000 -0.543 0.000
H -1.307 3.642 0.250 0.000
H -1.936 3.368 -2.693 0.000
H -3.255 3.312 -1.533 0.000
H -2.282 1.081 -1.922 0.000
H -2.171 1.576 -0.396 0.001
O -5.078 -2.688 2.080 0.000
C -4.161 -2.074 1.601 0.000
C -3.369 -0.946 2.283 0.000
O -3.484 -0.596 3.439 0.000
C -2.450 -0.455 1.258 0.001
C -2.573 -1.202 0.090 -0.001
O -1.782 -0.976 -0.908 -0.003
C -3.622 -2.199 0.177 -0.001
O -3.971 -2.995 -0.678 0.000
O -1.548 0.464 1.329 -0.001
C 3.117 0.159 -5.050 0.000
N 1.959 -0.557 -4.547 0.000
C 1.453 -1.647 -5.183 0.000
C 0.389 -2.309 -4.696 0.000
C -0.172 -1.831 -3.456 -0.001
N 0.328 -0.770 -2.831 -0.001
C 1.368 -0.085 -3.373 0.001
O 1.821 0.926 -2.845 0.001
N -1.182 -2.474 -2.895 0.000
H 3.510 -0.380 -5.909 0.000
H 3.881 0.217 -4.277 0.000
H 2.844 1.173 -5.342 0.000
H 1.963 -1.936 -6.093 0.000
H -0.005 -3.175 -5.202 0.000
H -1.594 -3.269 -3.347 0.000
H -1.573 -2.103 -2.005 0.000
C 3.066 -2.163 -0.012 0.006
C 1.864 -1.278 -0.170 0.003
O 0.793 -1.696 0.352 0.009
H 2.838 -3.193 0.268 -0.001
H 3.621 -1.696 0.811 0.000
H 3.713 -2.118 -0.890 0.000
F -0.075 -4.101 4.094 0.000
C 0.095 -2.911 4.686 0.000
C 0.181 -1.775 3.982 0.000
N 0.360 -0.558 4.593 0.000
C 0.428 0.630 3.747 0.000
C 1.449 0.453 2.608 0.001
O 2.413 -0.281 2.747 0.000
O 1.152 1.130 1.557 -0.001
C 0.458 -0.437 5.951 0.000
O 0.601 0.614 6.546 0.000
N 0.372 -1.638 6.646 0.000
C 0.204 -2.914 6.139 0.000
O 0.161 -3.892 6.858 0.000
H 0.129 -1.766 2.901 0.000
H 0.755 1.451 4.386 0.000
H -0.560 0.860 3.353 0.000
H 0.443 -1.553 7.648 0.000
```

Output
LUMO (alpha / beta) ... 1.8971 / 1.8969 eV
Multiplicity ... 2
Relative energy (zero: lowest compared OMol25 entry of this formula, charge and spin) ... 1.3 kJ/mol
M ... 756.53 g/mol
Frontier orbital gap (alpha / beta) ... 6.8 / 6.8 eV
Charge ... -1